Record 1
Here is a cluster of 2 separate species, C9H21PS2 in total at a distorted geometry from the OMol25 dataset. Energies are from the ωB97M-V functional and the def2-TZVPD basis.

## Properties
Net charge: 0
HOMO level, eV: -8.062
Strongest force on any atom, Eh/bohr: 0.0757
SMILES: CC(C)[PH2]=S.CCCC(=S)CC
ΔE to the lowest compared entry with this formula, charge and spin, eV: 4.188
Calculated total energy, eV: -40630.8161
HOMO-LUMO gap, eV: 8.30

CARTESIAN COORDINATES (ANGSTROEM)
C1 1.302923 -1.688403 -2.880717
C2 1.324651 -0.127979 -2.909344
C3 1.823040 0.445320 -4.227266
P1 2.503636 0.401594 -1.571328
S1 1.878713 0.054756 0.207953
H1 2.383568 -1.941643 -2.789692
H2 0.688474 -2.123402 -2.117004
H3 0.899345 -2.066027 -3.960029
H4 0.363914 0.336357 -2.660974
H5 1.366838 1.426965 -4.631054
H6 1.695546 -0.137621 -5.103910
H7 2.886300 0.540211 -4.267198
H8 3.789645 0.141226 -1.893587
H9 2.620699 1.879817 -1.810291
C4 -0.444792 -1.571694 3.489954
C5 -1.672830 -1.794334 2.487420
C6 -2.572211 -0.512552 2.293240
C7 -1.846159 0.448690 1.377062
S2 -1.946971 0.114474 -0.245287
C8 -1.042135 1.601149 1.880918
C9 -0.987516 2.772794 1.028844
H10 -0.933679 -1.301371 4.395549
H11 0.113324 -2.453918 3.622430
H12 0.379960 -0.906932 3.111067
H13 -1.322417 -2.353358 1.571660
H14 -2.270191 -2.455327 3.160526
H15 -3.415983 -0.968189 1.851577
H16 -3.030897 0.006435 3.209620
H17 0.013139 1.287957 2.162697
H18 -1.586949 1.821172 2.850856
H19 -0.390581 2.600096 0.110195
H20 -0.572845 3.529597 1.563466
H21 -1.997560 2.994138 0.692645

Forces on the atoms, in the same order (eV/Å):
C 0.170 0.473 -3.302
C 0.346 -0.187 0.070
C -0.552 1.854 -1.218
P -2.292 3.145 -0.079
S 0.165 -0.509 0.682
H -0.858 -0.677 -0.085
H -0.039 -0.068 0.500
H 1.006 0.741 2.611
H 0.137 -0.278 0.272
H 0.669 -1.164 1.452
H -0.719 -1.417 -0.543
H 0.993 0.508 0.344
H 1.160 -0.925 -0.605
H -0.183 -1.493 0.013
C -0.270 1.006 -2.613
C 1.224 -0.226 2.645
C 1.038 0.087 0.766
C -0.410 -1.096 -2.209
S 0.074 0.409 0.972
C -0.187 -1.971 3.042
C -0.814 -0.948 -3.211
H 0.335 0.686 0.961
H 0.243 -1.582 0.333
H -1.215 0.139 0.492
H -0.886 1.071 0.695
H 0.021 -0.005 -1.094
H -1.065 0.140 -1.175
H 1.407 -0.915 -0.704
H -1.225 -0.052 -0.203
H 0.908 0.194 -0.661
H -0.240 0.015 0.543
H 1.105 2.582 1.347
H -0.048 0.466 -0.039

Record 2
Here is a structure of composition C7H25BF5NO2P2TeV at a distorted geometry from the OMol25 dataset. Energies are from the ωB97M-V functional and the def2-TZVPD basis.

## Properties
Net charge: +1
HOMO level (spin up / spin down), eV: -10.690 / -10.111
Strongest force on any atom, Eh/bohr: 0.1726
<S²>: 6.025
ΔE to the lowest compared entry with this formula, charge and spin, eV: 2.112
Multiplicity: 5
Calculated total energy, eV: -79060.1533
HOMO-LUMO gap (spin up / spin down), eV: 6.08 / 3.41

CARTESIAN COORDINATES (ANGSTROEM)
V1 -1.083375 -0.728299 1.600979
H1 0.880058 0.701410 -1.821804
H2 0.021767 -1.146663 0.206839
P1 0.023899 -2.570300 -0.166625
P2 0.701035 2.468165 -0.503989
C1 2.054318 3.119439 0.535520
H3 2.004331 4.218544 0.494344
H4 1.909821 2.697796 1.545238
H5 3.007222 2.733497 0.108610
C2 0.539055 3.489581 -2.014528
H6 -0.510305 3.531282 -2.331715
H7 0.939706 4.506182 -1.968642
H8 1.071037 2.952971 -2.806665
C3 -0.813332 2.985247 0.422737
H9 -0.687779 2.716901 1.489111
H10 -0.958061 4.066418 0.241999
H11 -1.665248 2.404344 0.030092
C4 0.820453 -2.575573 -1.764536
H12 1.645766 -3.275054 -1.634263
H13 0.139632 -2.907871 -2.543079
H14 1.228629 -1.596388 -2.013941
C5 1.226882 -3.200304 1.002502
H15 0.660459 -3.593890 1.859750
H16 1.744136 -3.955977 0.392547
H17 1.847814 -2.340607 1.303568
C6 -1.469661 -3.582438 -0.152971
H18 -2.156664 -3.329467 -0.975554
H19 -1.113628 -4.617230 -0.269540
H20 -1.999345 -3.494384 0.808532
C7 -2.894759 -0.606442 1.247001
O1 -4.059716 -0.472609 1.082152
H21 -2.176287 -1.116795 -1.974419
H22 -2.113212 0.474792 -1.389057
H23 -0.805093 1.360142 -3.498247
H24 0.052971 -0.601230 -3.363128
B1 -0.910881 0.194096 -3.048228
N1 -2.044757 -0.117184 -2.272671
H25 1.436789 1.044845 -2.295922
F1 1.969893 -1.557438 3.867881
Te1 0.913801 0.136889 3.671538
F2 -0.289892 0.119329 5.264251
F3 -0.753958 -1.648192 3.265601
F4 -0.982409 1.077048 2.910916
F5 1.645003 2.034579 3.639393
O2 1.003883 0.000829 1.818421

Forces on the atoms, in the same order (eV/Å):
V 5.362 2.968 3.631
H 1.675 0.586 -1.090
H -0.275 -0.414 -0.581
P 0.701 -0.225 0.600
P -1.137 2.616 1.857
C 0.532 -1.081 -0.601
H 0.041 -0.354 0.047
H 0.092 0.283 -0.252
H -0.425 0.522 0.458
C 0.216 -0.767 -0.744
H 0.208 -0.052 0.236
H 0.028 -0.212 0.455
H -0.009 0.359 -0.124
C 0.154 -0.865 0.091
H -0.079 0.266 -0.477
H 0.015 -0.498 0.138
H 0.069 0.490 0.132
C 0.072 0.066 -0.055
H -0.003 -0.071 -0.312
H 0.057 0.027 -0.115
H -0.041 -0.147 0.046
C -0.649 0.121 -0.318
H 0.581 0.009 -0.043
H 0.157 -0.006 0.799
H 0.015 -0.443 0.098
C -0.360 0.198 -0.031
H 0.275 -0.114 0.274
H -0.127 0.204 -0.013
H 0.241 -0.088 -0.266
C -8.761 0.386 -1.357
O 5.293 -0.510 0.677
H 0.156 1.379 -0.480
H -0.690 -0.582 -1.976
H -0.031 -1.098 0.800
H -1.936 0.800 0.038
B 1.482 0.539 -1.761
N 0.477 -1.026 2.931
H -0.965 -1.205 0.703
F 0.087 -0.257 -0.241
Te 0.602 1.089 2.906
F -0.094 -0.076 -0.088
F -0.511 -0.053 -1.625
F -0.424 -1.482 -0.973
F -0.087 -0.083 -0.361
O -1.985 -1.198 -3.032

Record 3
Here is a structure of composition C17H31F4InN3O from the OMol25 dataset. Energies are from the ωB97M-V functional and the def2-TZVPD basis.

## Properties
Net charge: -1
HOMO level, eV: -4.928
Strongest force on any atom, Eh/bohr: 0.0192
Calculated total energy, eV: -40692.5900
HOMO-LUMO gap, eV: 7.03

CARTESIAN COORDINATES (ANGSTROEM)
C1 5.452130 1.079890 1.414760
C2 5.583389 0.083343 0.299908
F1 5.905017 0.839109 -0.873174
In1 3.660563 -1.036906 -0.114811
C3 2.039494 0.540506 0.022090
C4 0.654994 -0.040767 -0.185343
O1 -0.079927 0.645322 -1.191088
C5 -0.174748 -0.108187 1.122335
F2 0.425576 0.457756 2.202617
F3 -0.445314 -1.410147 1.468856
F4 -1.391805 0.519237 0.997375
H1 5.533746 0.589216 2.379171
H2 4.494709 1.586814 1.400243
H3 6.227018 1.845786 1.370846
H4 6.420731 -0.577536 0.498961
H5 3.662856 -1.702111 -1.759366
H6 3.359622 -2.342008 1.058069
H7 2.257417 1.266736 -0.748950
H8 2.166369 1.028916 0.978589
H9 0.707188 -1.057660 -0.549166
H10 0.056950 1.580803 -1.028953
C6 7.136247 -0.615692 -5.995063
C7 5.973794 0.076659 -5.291913
C8 5.697901 -0.479653 -3.890500
C9 5.358474 -1.899576 -3.980982
N1 5.142076 -3.007884 -4.153717
H11 6.929527 -1.675470 -6.147119
H12 7.319099 -0.168968 -6.973855
H13 8.053477 -0.530352 -5.409057
H14 5.072587 -0.016773 -5.901064
H15 6.188630 1.143259 -5.200377
H16 4.872138 0.045770 -3.413828
H17 6.567218 -0.368757 -3.242811
C10 -4.219841 -1.381497 1.702468
C11 -4.595413 -1.503801 0.231226
C12 -6.099307 -1.718228 0.025510
C13 -6.565988 -2.949948 0.663016
N2 -6.929902 -3.909279 1.165477
H18 -4.438096 -2.300984 2.248083
H19 -3.155946 -1.179192 1.806799
H20 -4.769864 -0.564775 2.177687
H21 -4.036435 -2.322085 -0.224949
H22 -4.307238 -0.591564 -0.292734
H23 -6.343750 -1.772915 -1.035357
H24 -6.661209 -0.883833 0.449797
C14 -5.672842 1.120906 4.525865
C15 -4.968409 2.208693 3.723802
C16 -5.938795 3.079816 2.916259
C17 -6.686742 2.277314 1.950287
N3 -7.269090 1.617799 1.222693
H25 -6.199815 0.423682 3.873324
H26 -4.951335 0.546334 5.105362
H27 -6.398115 1.550638 5.219848
H28 -4.245010 1.752954 3.045878
H29 -4.406871 2.856679 4.398370
H30 -5.396647 3.851027 2.369350
H31 -6.653636 3.575312 3.574606

Forces on the atoms, in the same order (eV/Å):
C 0.037 0.176 0.181
C -0.878 -0.301 0.057
F 0.274 0.053 -0.312
In 0.151 -0.107 -0.021
C 0.490 -0.490 0.296
C 0.220 0.477 -0.105
O -0.256 -0.139 0.019
C -0.453 -0.288 0.475
F -0.542 -0.378 -0.472
F 0.092 0.973 -0.138
F 0.786 -0.453 0.244
H -0.008 -0.223 0.214
H -0.261 0.205 -0.048
H 0.239 0.108 -0.022
H 0.372 -0.040 -0.165
H -0.045 0.180 0.122
H 0.002 0.186 0.002
H -0.008 0.133 -0.378
H -0.150 0.184 0.166
H -0.174 -0.353 -0.057
H 0.059 0.230 -0.040
C -0.031 0.033 -0.038
C 0.150 0.056 -0.064
C -0.127 -0.059 -0.168
C 0.202 0.618 0.087
N -0.111 -0.748 -0.161
H -0.002 -0.014 0.044
H 0.014 0.009 0.010
H 0.010 -0.007 0.009
H -0.034 0.009 0.033
H -0.040 0.015 0.048
H 0.001 -0.040 0.119
H -0.013 0.025 0.067
C 0.058 -0.013 -0.004
C 0.054 0.075 0.145
C 0.112 0.007 0.013
C 0.136 0.617 -0.340
N -0.225 -0.653 0.341
H -0.060 -0.001 -0.005
H 0.019 0.015 0.009
H -0.016 -0.020 -0.020
H -0.027 -0.013 -0.033
H -0.025 -0.004 -0.050
H -0.022 -0.004 -0.025
H -0.016 0.025 -0.009
C 0.022 0.032 -0.017
C 0.000 -0.125 0.109
C 0.170 -0.078 0.005
C 0.288 0.429 0.496
N -0.381 -0.482 -0.556
H -0.031 0.016 -0.003
H 0.006 -0.005 0.006
H -0.014 0.000 0.006
H 0.024 0.041 -0.030
H 0.002 0.054 -0.043
H -0.012 0.043 -0.006
H -0.027 0.012 0.009